No. 1
Density functional theory data (ωB97M-V with the def2-TZVPD basis set) for C4H8N2O in the gas phase in a non-equilibrium geometry.

Properties
LUMO energy: 1.014 eV
Gap between HOMO and LUMO: 10.661 eV
DFT total energy: -9300.9862 eV

Positions of all 15 atoms, in Å:
C 2.0075 -0.7188 0.8315
C 1.1975 -0.1046 -0.0077
C 1.4723 0.8192 -1.1122
C -2.6518 0.2380 0.2391
N -1.1922 0.3358 -0.0457
N -0.4551 -0.6228 0.2500
O -0.6156 -1.7337 0.7275
H 1.3181 -1.3899 1.5061
H 3.1254 -0.7689 0.9247
H 2.5871 1.0487 -0.9971
H 1.0054 1.8143 -0.9393
H 1.1985 0.4171 -2.0923
H -3.0739 1.1632 0.5820
H -2.9028 -0.6505 0.8753
H -3.0203 0.1529 -0.7419

***

No. 2
Density functional theory data (ωB97M-V with the def2-TZVPD basis set) for C4H8N2O in the gas phase in a non-equilibrium geometry.

Properties
LUMO energy: 0.583 eV
Gap between HOMO and LUMO: 9.755 eV
DFT total energy: -9301.9602 eV

Positions of all 15 atoms, in Å:
C -0.1920 -1.4460 1.2069
N 0.6813 -0.5434 0.4500
C 0.5058 0.8122 0.6934
C -0.5371 1.6173 -1.2286
C -1.1819 0.5710 -1.7565
O 2.0204 -0.8957 0.7074
N -0.0284 1.7812 0.0254
H 2.4521 -0.7079 -0.1489
H 0.9324 1.0843 1.6767
H -0.4501 2.5106 -1.8461
H -1.1225 -1.6133 0.6572
H -0.4413 -1.0308 2.1897
H 0.2822 -2.4219 1.3573
H -1.3596 -0.3436 -1.2134
H -1.5613 0.6260 -2.7706

***

No. 3
Density functional theory data (ωB97M-V with the def2-TZVPD basis set) for C4H8N2O as an isolated structure in a non-equilibrium geometry.

Properties
LUMO energy: 0.942 eV
Gap between HOMO and LUMO: 9.985 eV
DFT total energy: -9300.7778 eV

Positions of all 15 atoms, in Å:
C -0.8347 -1.2585 -1.4394
C 0.9908 -0.4926 -1.8567
C 0.0827 -0.4638 -0.4633
C -0.1636 0.9120 2.4202
N -0.0878 -1.3690 -2.4574
N -0.1023 0.8216 0.0690
O -0.9319 0.8936 1.2003
H -1.8299 -1.6560 -1.2074
H 1.0161 0.5463 -2.3485
H 1.8672 -0.9825 -1.9246
H 0.4053 -1.1989 0.3354
H 0.1943 -0.1626 2.6385
H -0.8702 1.3702 3.2509
H 0.7486 1.6416 2.3488
H -0.4847 1.3984 -0.5660

***

No. 4
Density functional theory data (ωB97M-V with the def2-TZVPD basis set) for C4H8N2O in the gas phase.

Properties
LUMO energy: 0.843 eV
Gap between HOMO and LUMO: 10.396 eV
DFT total energy: -9305.6287 eV

Positions of all 15 atoms, in Å:
C 1.4368 0.2453 -0.7923
C 0.1851 0.2124 0.0436
C -0.6078 -1.8657 -0.7442
N -0.6987 -0.6988 0.1060
C -0.0901 1.4626 0.8754
O 0.5439 2.4916 0.7057
N -1.0916 1.3112 1.7726
H 1.2594 -0.1300 -1.8041
H 1.8045 1.2714 -0.8408
H 2.2167 -0.3771 -0.3357
H -1.2191 -1.6740 -1.6344
H 0.4076 -2.1231 -1.0685
H -1.0468 -2.7240 -0.2283
H -1.6412 0.4656 1.7199
H -1.4588 2.1325 2.2250

***

No. 5
Density functional theory data (ωB97M-V with the def2-TZVPD basis set) for C4H8N2O in the gas phase.

Properties
LUMO energy: 0.998 eV
Gap between HOMO and LUMO: 10.580 eV
DFT total energy: -9305.1469 eV

Positions of all 15 atoms, in Å:
C -1.0865 -1.1089 0.5614
C -0.2257 -0.0515 -0.0807
C -0.7492 0.9048 -1.0734
N -0.4429 1.3489 0.2926
C 1.2169 -0.4850 -0.2805
O 1.5054 -1.4066 -1.0253
N 2.0792 0.2377 0.4666
H -2.1477 -0.8469 0.4895
H -0.9127 -2.0694 0.0719
H -0.8276 -1.2080 1.6246
H -0.0785 1.3050 -1.8300
H -1.7864 0.7981 -1.3811
H -1.3082 1.4340 0.8238
H 1.6881 1.0253 0.9607
H 3.0757 0.1226 0.3799

***

No. 6
Density functional theory data (ωB97M-V with the def2-TZVPD basis set) for C4H8N2O in the gas phase.

Properties
LUMO energy (spin up / spin down): 0.350 / 0.319 eV
Gap between HOMO and LUMO (spin up / spin down): 8.028 / 7.977 eV
DFT total energy: -9302.8843 eV

Positions of all 15 atoms, in Å:
N -1.5287 -0.5078 -1.1017
C -1.5610 -0.7627 0.2306
O -2.5107 -1.2452 0.8188
C -0.3080 -0.3777 1.0215
N 0.7396 0.3407 0.2915
C 1.6180 -0.2776 -0.5342
C 0.9151 1.6676 0.3068
H -2.2892 -0.8790 -1.6513
H -0.6396 -0.3454 -1.5537
H -0.6273 0.2182 1.8788
H 0.1257 -1.3081 1.4068
H 2.2181 -1.1154 -0.1985
H 1.8263 0.2124 -1.4760
H 1.9348 2.0228 0.3593
H 0.0869 2.3572 0.2014

***

No. 7
Density functional theory data (ωB97M-V with the def2-TZVPD basis set) for C4H8N2O in the gas phase.

Properties
LUMO energy (spin up / spin down): -0.617 / -1.975 eV
Gap between HOMO and LUMO (spin up / spin down): 8.518 / 6.786 eV
DFT total energy: -9301.2231 eV

Positions of all 15 atoms, in Å:
C -2.3605 -0.0826 -0.0435
N -1.0319 -0.1633 -0.6132
C 0.1018 -0.1846 0.1259
N 0.3082 -0.1831 1.3862
C 1.3748 -0.2316 -0.7974
O 1.1755 -0.0455 -2.0842
C 2.4512 0.5903 -0.2516
H -3.0953 -0.1666 -0.8510
H -2.5292 0.8704 0.4842
H -2.5318 -0.9068 0.6645
H -0.8654 -0.0584 -1.6126
H -0.5242 -0.0521 1.9658
H 1.7515 -1.2711 -0.4688
H 3.3686 0.6654 -0.8384
H 2.3283 1.2458 0.6149

***

No. 8
Density functional theory data (ωB97M-V with the def2-TZVPD basis set) for C4H8N2O in the gas phase.

Properties
LUMO energy: 0.947 eV
Gap between HOMO and LUMO: 8.754 eV
DFT total energy: -9302.8972 eV

Positions of all 15 atoms, in Å:
C -0.0754 1.6519 0.2341
C 1.3133 -0.2876 -0.1898
N -1.8551 -1.0097 0.2310
C 0.5631 -1.3812 0.1030
C -0.7020 -0.9525 -0.4696
O 2.6628 -0.1920 -0.2000
N 0.5122 0.7009 -0.6866
H 2.8751 0.7057 -0.4912
H -2.7280 -0.7477 -0.1992
H -1.8130 -0.9994 1.2380
H 0.8005 -2.3367 0.5449
H -0.8405 -0.9283 -1.5451
H -0.4200 1.1941 1.1775
H -0.9292 2.1375 -0.2451
H 0.6362 2.4449 0.4980